109
Properties=species:S:1:pos:R:3:forces:R:3:lowdin_charge:R:1 method="wB97M-V/def2-TZVPD" e_tot_ha=-2734.38910 charge=-2 relative_energy_kj_mol=0.8 spin_multiplicity=1 homo_energy_ev=0.612
Pd -0.23730 0.51725 0.76618 0.386 -0.068 0.518 0.023
C 6.22257 -1.50558 2.94365 0.025 0.004 0.008 -0.067
C 5.56031 -1.00962 1.66208 -0.027 -0.008 0.000 -0.653
C 5.74530 -2.03587 0.54969 0.015 -0.025 0.014 -0.060
C 6.18044 0.33206 1.25230 0.010 0.025 -0.003 -0.060
N 4.12411 -0.90204 1.96409 0.118 0.022 -0.119 -0.083
N 3.29143 -0.41557 0.94338 -0.026 0.087 0.097 0.030
H 7.29819 -1.63487 2.80092 -0.004 -0.002 0.003 0.073
H 5.78483 -2.45766 3.24635 0.000 0.001 -0.003 0.079
H 6.07585 -0.78787 3.75593 -0.014 -0.004 -0.001 0.075
H 6.80733 -2.23454 0.38294 -0.002 0.015 -0.011 0.074
H 5.31119 -1.67906 -0.38492 -0.013 -0.003 0.008 0.073
H 5.24621 -2.96758 0.82124 0.010 -0.005 -0.004 0.083
H 7.25883 0.23684 1.09772 -0.002 -0.019 -0.005 0.073
H 6.00946 1.08384 2.02726 0.008 -0.001 -0.005 0.080
H 5.74940 0.70426 0.32105 -0.012 0.000 0.007 0.069
H 4.00193 -0.28477 2.76086 -0.023 -0.039 0.014 0.102
H 2.89314 -1.14284 0.37032 -0.054 -0.049 0.085 0.043
H 3.68332 0.33264 0.38644 -0.060 0.006 -0.038 0.043
C 0.49657 0.32345 4.52986 -0.021 0.091 -0.120 -0.236
S -0.48917 -0.11425 3.03119 -0.183 0.381 -0.430 0.707
O -1.08416 -1.41712 3.46223 0.093 -0.372 0.126 -0.560
C -1.81779 1.05746 3.38480 -0.030 0.058 0.205 -0.383
C -1.62060 2.42699 3.27028 -0.079 0.031 -0.037 -0.103
C -2.66926 3.29671 3.52950 0.061 -0.034 -0.035 -0.093
C -3.91357 2.79791 3.90098 -0.041 -0.017 0.016 -0.114
C -4.10028 1.42736 4.02506 -0.026 0.032 -0.007 -0.120
C -3.04944 0.55158 3.77215 0.065 0.017 -0.023 -0.097
H -0.14808 0.32016 5.41059 -0.010 -0.051 -0.013 0.041
H 0.96972 1.29542 4.38554 -0.032 0.000 -0.016 0.033
H 1.25261 -0.45797 4.60412 0.016 0.015 -0.021 0.035
H -0.65884 2.78147 2.92446 -0.003 0.011 -0.013 0.064
H -2.52009 4.36352 3.41008 -0.007 0.001 0.009 0.096
H -4.73838 3.47800 4.08221 -0.004 -0.004 0.002 0.087
H -5.07061 1.03564 4.31197 0.004 0.006 -0.002 0.089
H -3.15134 -0.52337 3.85712 -0.017 -0.006 0.004 0.096
C 1.70030 2.13543 -1.77095 0.006 0.016 0.040 -0.258
Si 0.56780 2.57070 -0.24935 0.015 -0.294 0.037 0.605
C -0.84119 3.63395 -1.13981 0.046 0.011 -0.055 -0.668
C -0.41198 4.90315 -1.87427 0.001 0.021 0.007 -0.131
C -1.95028 3.97268 -0.14242 0.000 -0.014 0.016 -0.137
C -1.44391 2.67005 -2.16782 -0.039 0.022 -0.030 -0.153
C 1.79034 3.87246 0.66074 -0.030 0.078 -0.033 -0.658
C 1.01764 4.87915 1.51420 -0.051 -0.010 0.023 -0.129
C 2.68587 3.05220 1.59272 0.005 -0.001 -0.009 -0.152
C 2.70369 4.67052 -0.27446 0.014 0.004 0.008 -0.134
H 1.86080 2.94453 -2.49751 0.004 -0.008 0.011 0.001
H 1.27015 1.27368 -2.28553 -0.002 0.015 -0.020 -0.007
H 2.68726 1.82061 -1.40735 -0.004 -0.016 -0.003 -0.008
H -0.07742 5.68607 -1.18770 -0.008 -0.004 -0.003 0.050
H -1.25205 5.31976 -2.45564 -0.006 -0.003 0.013 0.065
H 0.40274 4.70678 -2.57810 -0.006 -0.005 0.006 0.058
H -1.61526 4.66685 0.63429 0.009 0.001 -0.007 0.050
H -2.30509 3.06216 0.34782 -0.012 0.003 -0.011 0.044
H -2.80464 4.44044 -0.66040 -0.006 0.000 0.008 0.068
H -0.75518 2.48382 -2.99763 0.008 -0.019 0.021 0.065
H -2.37277 3.08986 -2.58967 0.009 0.002 -0.001 0.068
H -1.67653 1.71352 -1.69178 0.006 -0.011 -0.007 0.031
H 0.26763 4.39735 2.14646 0.041 -0.019 0.006 0.045
H 0.49312 5.61102 0.89494 -0.007 -0.005 0.007 0.054
H 1.70158 5.43566 2.17644 0.003 0.010 -0.014 0.067
H 2.09451 2.37130 2.21203 0.002 0.025 0.015 0.040
H 3.28911 3.71244 2.23894 0.011 -0.009 -0.009 0.067
H 3.37776 2.42771 1.01881 -0.009 -0.004 0.001 0.045
H 2.13727 5.27509 -0.98640 0.005 -0.003 0.014 0.053
H 3.35770 4.01231 -0.85080 -0.004 0.003 -0.005 0.056
H 3.35030 5.35566 0.30120 0.000 -0.005 0.005 0.066
C 0.63072 -3.07474 0.93692 0.012 -0.040 -0.086 -0.269
Si -0.29332 -1.71787 -0.08830 -0.054 0.171 -0.223 0.452
C 0.51317 -2.06560 -1.82209 0.015 -0.091 0.045 -0.292
C -1.98895 -2.60778 -0.31261 0.002 -0.086 0.012 -0.292
C -2.68970 -2.60312 -1.52511 -0.010 -0.046 -0.011 -0.136
C -3.94132 -3.19279 -1.66635 0.009 0.002 -0.002 -0.141
C -4.54533 -3.82475 -0.58590 0.021 0.008 0.002 -0.152
C -3.87143 -3.84920 0.63215 0.008 0.000 0.013 -0.139
C -2.62582 -3.25005 0.76288 -0.033 0.069 -0.025 -0.113
H 0.57753 -4.06082 0.45399 0.001 0.005 0.010 0.007
H 0.22266 -3.15456 1.94684 -0.016 0.026 0.006 -0.012
H 1.68902 -2.81034 1.04518 -0.002 -0.011 0.029 -0.018
H 0.28604 -3.06414 -2.22362 0.004 0.005 0.010 0.000
H 1.60237 -1.99908 -1.69902 -0.010 0.027 -0.032 -0.012
H 0.23957 -1.31324 -2.56629 -0.040 -0.005 0.000 -0.011
H -2.24144 -2.12008 -2.38922 0.006 0.003 0.002 0.088
H -4.44554 -3.16205 -2.62923 -0.012 -0.006 0.007 0.083
H -5.52272 -4.28589 -0.68806 0.001 -0.003 -0.003 0.077
H -4.32848 -4.32861 1.49360 -0.008 -0.008 -0.009 0.087
H -2.13675 -3.25051 1.73235 0.001 0.001 0.002 0.083
C -7.78440 -1.12806 -1.18819 -0.010 -0.024 0.006 -0.082
C -7.09463 0.22103 -1.00931 0.037 -0.065 -0.029 -0.248
N -5.96153 0.14253 -0.11559 -0.030 0.142 0.060 -0.100
C -6.25108 0.10144 1.30630 -0.050 -0.027 -0.021 -0.230
C -5.74672 -1.16304 1.99084 -0.031 -0.036 0.030 -0.077
C -4.65196 0.38661 -0.52602 0.049 -0.177 0.018 -0.427
C -4.38571 0.34982 -2.00966 0.009 0.042 -0.013 -0.036
N -3.66090 0.58746 0.24357 -0.113 0.302 -0.050 0.191
H -8.65595 -1.04664 -1.84391 0.008 0.006 -0.009 0.063
H -8.11841 -1.52088 -0.22513 -0.005 0.008 -0.004 0.063
H -7.08245 -1.84977 -1.60970 -0.009 0.004 -0.001 0.065
H -7.81323 0.95976 -0.62790 -0.006 -0.011 0.023 0.110
H -6.76376 0.59426 -1.97571 -0.001 -0.009 -0.002 0.095
H -7.33806 0.14899 1.41962 -0.003 0.043 -0.048 0.107
H -5.85130 0.99816 1.79646 0.056 -0.035 0.027 0.102
H -6.18573 -2.04379 1.51899 -0.021 -0.002 0.016 0.063
H -6.02118 -1.15367 3.04975 0.027 -0.008 -0.007 0.069
H -4.66616 -1.27366 1.91299 0.017 0.034 -0.014 0.059
H -4.68444 1.28958 -2.48299 -0.009 -0.008 -0.006 0.077
H -4.89831 -0.47724 -2.50369 0.003 -0.010 0.020 0.064
H -3.31342 0.23258 -2.13362 0.004 0.006 -0.005 0.062
H -3.90735 0.64494 1.22852 0.060 -0.077 0.023 0.020